This record from the Open Molecules 2025 dataset describes a 5-piece molecular cluster, C36H80FN4 overall. The level of theory is the ωB97M-V functional and the def2-TZVPD basis.

Atoms and positions in Å:
H: -21.72 -1.29 2.80
H: -17.68 -1.38 -0.60
H: -18.17 -4.07 3.51
N: -21.68 -7.11 3.35
H: -16.96 -4.66 1.65
C: -25.47 -6.35 -0.28
N: -25.02 -4.02 -0.86
H: -20.60 -1.57 -3.78
H: -22.27 -1.00 5.32
H: -23.92 -5.11 0.69
H: -23.87 -0.93 5.97
H: -18.09 0.18 0.91
C: -24.35 -5.29 -0.30
C: -21.63 -8.54 4.04
H: -20.79 -9.12 3.68
F: -21.98 -3.73 1.75
H: -23.62 0.83 1.97
C: -18.24 -0.80 1.35
C: -17.10 -1.13 2.27
H: -26.26 -6.29 -2.37
H: -23.64 -6.99 4.19
H: -24.85 -2.64 -2.43
H: -14.40 -3.09 1.97
C: -18.40 -1.75 0.13
C: -21.83 -7.27 1.79
H: -25.96 -6.40 0.69
H: -24.23 -2.64 0.53
C: -16.96 -3.60 1.40
H: -22.87 -4.86 5.54
C: -22.76 -3.22 -1.79
C: -25.03 -3.10 4.87
H: -27.14 -4.16 -0.58
H: -19.80 -6.58 0.08
H: -22.79 -2.24 -3.62
C: -20.90 -5.22 4.70
H: -12.35 -2.98 3.19
H: -23.59 -5.66 -0.99
H: -19.70 -7.00 4.24
H: -26.78 -2.81 3.67
H: -19.36 -1.44 -0.29
H: -13.35 -2.82 4.68
C: -26.47 -2.42 4.63
C: -22.68 -0.79 2.70
C: -20.71 -8.23 1.06
H: -22.69 -2.48 -0.98
H: -21.11 -1.01 -2.16
C: -18.28 -2.99 3.54
C: -20.07 -7.62 -0.13
H: -26.72 -4.09 -2.32
C: -24.28 -3.50 -2.07
H: -27.14 -2.71 5.43
H: -25.25 -0.85 2.53
C: -14.43 -2.53 2.91
H: -20.01 -5.92 2.89
C: -15.78 -2.90 3.55
H: -23.95 -2.89 3.03
H: -25.02 -4.17 4.68
H: -21.70 1.68 0.43
H: -20.03 -2.32 -2.23
H: -21.94 -3.68 -3.58
C: -18.25 -3.26 0.53
H: -24.76 -2.94 5.92
H: -22.13 -6.41 6.03
H: -13.19 -4.31 3.60
N: -17.02 -2.67 2.69
C: -25.11 -0.47 3.54
H: -17.13 -0.55 3.19
H: -22.42 1.36 3.12
H: -22.57 -9.08 3.91
H: -21.80 -6.26 1.37
C: -22.07 -2.78 -2.99
H: -25.90 -2.28 0.02
H: -19.14 -3.58 1.07
H: -27.25 -0.51 4.15
H: -19.92 -8.36 1.80
C: -20.43 -6.32 3.81
H: -20.48 0.86 1.42
H: -21.67 0.03 0.43
H: -22.24 -4.05 -1.31
H: -19.20 -2.71 3.03
C: -22.82 -6.30 3.96
C: -22.22 -5.67 5.23
C: -23.79 -2.58 4.06
C: -22.58 0.69 2.27
N: -23.76 -1.04 3.86
H: -16.03 -2.33 4.45
C: -13.29 -3.23 3.67
C: -21.53 0.86 1.13
H: -21.56 -8.26 5.09
H: -22.86 -7.57 1.63
H: -18.23 -3.85 -0.38
C: -25.22 -3.06 0.36
H: -21.12 -9.22 0.84
H: -20.99 -6.75 -1.97
H: -16.09 -3.33 0.81
H: -21.00 -8.51 -1.76
C: -26.29 -0.89 4.49
H: -22.11 -7.45 -0.83
H: -26.17 -0.43 5.47
H: -27.47 -6.49 -1.11
H: -19.10 -8.04 -0.38
C: -21.11 -7.56 -1.25
H: -18.21 -2.64 4.57
H: -22.77 -2.90 4.30
C: -26.46 -4.53 -1.35
H: -24.29 -4.23 -2.88
H: -25.51 -3.64 1.24
H: -23.07 -5.47 3.30
H: -23.23 -1.12 1.82
H: -20.19 -4.79 5.41
C: -20.87 -1.88 -2.77
H: -19.15 -0.77 1.94
C: -23.24 -0.53 5.17
H: -21.09 -4.40 4.00
H: -25.01 0.62 3.58
H: -25.01 -7.32 -0.46
H: -15.74 -3.95 3.84
H: -16.16 -0.74 1.88
H: -14.17 -1.49 2.70
H: -23.20 0.56 5.09
C: -26.49 -6.06 -1.33

Total energy in hartree: -1737.54858
Relative energy (zero: lowest compared OMol25 entry of this formula, charge and spin) in eV: 2.287
2S+1: 1
Gap between HOMO and LUMO in eV: 10.137
Total charge: +3
LUMO in eV: -6.025

These are the Löwdin partial charges, in e, on atoms 1 to 5: H 0.117; H 0.122; H 0.091; N -0.201; H 0.129